1.
Formula: C7H10N2O2
Source: OMol25
Level of theory: ωB97M-V/def2-TZVPD

Computed properties:
HOMO level: -9.87 eV
Orbital gap: 0.38551 Ha
E_LUMO: 0.02288 hartree
2S+1: 1
Energy: -532.69107 Ha
Energy above the lowest of the compared OMol25 structures with the same formula, charge and spin: 41.4 kcal per mole
SMILES string: C=CC(=O)NCNC(=O)C=C

Atoms and positions in Å:
C (2.14, -1.85, -2.12)
C (1.40, -0.87, -2.59)
C (0.93, 0.29, -1.68)
O (0.38, 1.27, -2.12)
N (1.33, 0.17, -0.39)
C (0.87, 1.10, 0.60)
N (-0.44, 0.95, 0.99)
C (-0.88, -0.11, 1.69)
O (-0.11, -1.06, 1.85)
C (-2.28, -0.18, 2.17)
C (-3.39, 0.21, 1.52)
H (2.59, -2.55, -2.79)
H (2.50, -1.91, -1.10)
H (1.06, -0.83, -3.71)
H (1.39, -0.76, 0.04)
H (0.86, 2.12, 0.20)
H (1.54, 1.13, 1.51)
H (-1.06, 1.69, 0.78)
H (-2.26, -0.81, 2.98)
H (-3.41, 0.70, 0.54)
H (-4.32, 0.03, 2.06)

2.
Formula: C7H10N2O2P
Source: OMol25
Level of theory: ωB97M-V/def2-TZVPD

Computed properties:
HOMO level: -12.58 eV
Orbital gap: 0.32397 Ha
E_LUMO: -0.13822 hartree
Total charge: +1
2S+1: 1
Energy: -873.78796 Ha
Energy above the lowest of the compared OMol25 structures with the same formula, charge and spin: 0.0 kcal per mole
SMILES string: Cc1cc2c(o1)[C@@H](OP)[NH+]=CN2

Atoms and positions in Å:
C (-2.91, 1.67, -0.85)
C (-1.56, 1.23, -0.26)
C (-0.86, 1.69, 0.77)
C (0.11, 0.68, 1.06)
C (-0.11, -0.25, 0.08)
O (-1.15, 0.01, -0.64)
C (0.59, -1.55, 0.00)
O (1.57, -1.60, -1.08)
P (1.16, -1.34, -2.66)
N (1.37, -1.73, 1.21)
C (1.67, -0.78, 2.00)
N (1.13, 0.44, 2.02)
H (-2.73, 2.44, -1.63)
H (-3.53, 1.00, -1.40)
H (-3.44, 2.21, -0.07)
H (-1.20, 2.58, 1.30)
H (-0.15, -2.26, -0.13)
H (1.84, -0.16, -2.78)
H (2.26, -1.96, -3.28)
H (1.88, -2.64, 1.30)
H (2.35, -1.00, 2.84)
H (1.71, 1.30, 2.19)